[1]
Molecular formula: C41H43BrN4O5S2Sc
Method: DFT, the ωB97M-V functional and the def2-TZVPD basis

Properties
relative energy (zero: lowest compared OMol25 entry of this formula, charge and spin): 14.4 kcal/mol
E_HOMO: -4.13 eV
net charge: -1
multiplicity: 1
strongest force on any atom: 0.18 eV Å⁻¹
frontier orbital gap: 6.40 eV

Cartesian coordinates (Å):
Sc -0.85587 0.11401 -0.57277
C -0.47992 3.53982 -3.35654
C -1.01076 2.18644 -2.95420
O -0.69968 1.82784 -1.75252
C -1.75332 1.45289 -3.83410
C -2.25622 0.12281 -3.60008
C -2.93580 -0.56708 -4.75338
N -2.09962 -0.48132 -2.46844
N -2.59241 -1.78999 -2.44220
C -2.39183 -2.31242 -1.27060
O -1.86924 -1.70358 -0.26326
C -2.76888 -3.74498 -1.08426
C -2.35557 -4.39651 0.07230
C -2.64071 -5.74268 0.25805
C -3.34360 -6.44479 -0.70956
C -3.75904 -5.79522 -1.86712
C -3.47168 -4.45365 -2.05598
H -0.89566 4.30417 -2.69575
H -0.72009 3.78611 -4.38983
H 0.60425 3.54990 -3.22407
H -1.93018 1.87345 -4.81443
H -3.02941 0.10839 -5.60221
H -3.91853 -0.93526 -4.45969
H -2.35339 -1.44211 -5.04660
H -1.78753 -3.83365 0.80089
H -2.30251 -6.24651 1.15542
H -3.56302 -7.49617 -0.56604
H -4.30529 -6.34113 -2.62734
H -3.77254 -3.93548 -2.95667
N -3.13788 0.87616 -0.12975
C -3.44346 2.12495 0.58120
C -3.38904 3.31346 -0.37590
C -3.06064 4.64192 0.31136
C -1.55971 4.86924 0.49432
N -0.94484 3.93115 1.42925
H -3.66105 0.79824 -0.99580
H -3.35336 0.06332 0.43843
H -2.70228 2.24287 1.36739
H -4.43200 2.09056 1.05849
H -4.34020 3.38959 -0.91200
H -2.62225 3.10886 -1.12607
H -3.54983 4.69445 1.29038
H -3.45234 5.46918 -0.29001
H -1.39703 5.89172 0.84795
H -1.08434 4.80045 -0.49133
H -0.36723 4.39770 2.11014
H -0.40116 3.20841 0.97165
Br 1.24833 -1.36784 7.85418
C 0.76845 -1.07873 6.03576
C -0.13930 -0.07766 5.73038
C -0.48585 0.12656 4.40288
C 0.07614 -0.65585 3.40268
C 0.98568 -1.65298 3.73158
C 1.33661 -1.87493 5.05539
C -0.26445 -0.41573 1.95605
O 0.39608 -1.01038 1.08342
O -1.18247 0.40355 1.67283
H -0.56666 0.52845 6.51726
H -1.19240 0.89617 4.11917
H 1.40952 -2.24589 2.93001
H 2.03750 -2.65319 5.32473
O 0.96683 1.53086 0.31911
S 2.20804 1.57157 -0.52337
C 3.34154 0.37381 0.17499
C 4.24389 -0.24929 -0.67246
C 5.13225 -1.17301 -0.14447
C 5.09045 -1.47983 1.21024
C 4.16354 -0.86369 2.04023
C 3.28087 0.07365 1.52432
C 3.08560 3.00908 0.11989
C 2.67590 3.59430 1.30565
C 3.35846 4.70480 1.78489
C 4.43519 5.21992 1.07772
C 4.83187 4.62944 -0.11607
C 4.15282 3.52305 -0.60200
H 4.20658 -0.04943 -1.73593
H 5.83018 -1.68287 -0.79574
H 5.76880 -2.21951 1.61654
H 4.11702 -1.12171 3.09125
H 2.52969 0.54552 2.14476
H 1.82897 3.17455 1.83244
H 3.04619 5.16782 2.71260
H 4.96450 6.08673 1.45269
H 5.66658 5.03652 -0.67242
H 4.44821 3.05917 -1.53623
S 1.06545 -0.87124 -2.09826
C 1.15339 -2.57097 -1.60387
C 1.89086 -2.98452 -0.49154
C 1.94586 -4.32258 -0.12814
C 1.26114 -5.28345 -0.86155
C 0.52232 -4.88446 -1.96761
C 0.47378 -3.54864 -2.33613
H 2.39514 -2.24088 0.10843
H 2.52031 -4.61375 0.74517
H 1.29008 -6.32572 -0.56695
H -0.04002 -5.61522 -2.53823
H -0.12279 -3.23711 -3.18506

Forces on atoms 1 to 2 (eV/Å):
-0.053 -0.142 -0.003
-0.009 -0.023 -0.012

[2]
Molecular formula: C41H43Cl2MnN3S2
Method: DFT, the ωB97M-V functional and the def2-TZVPD basis

Properties
relative energy (zero: lowest compared OMol25 entry of this formula, charge and spin): 24.6 kcal/mol
E_HOMO (spin up / spin down): -13.64 / -13.67 eV
<S²>: 4.045
net charge: +2
multiplicity: 4
strongest force on any atom: 0.74 eV Å⁻¹
frontier orbital gap (spin up / spin down): 6.13 / 6.85 eV

Cartesian coordinates (Å):
Mn -1.41277 1.44450 -0.50687
Cl -1.94120 3.30076 0.70110
C -3.69444 3.17402 0.99045
C -4.36035 4.30885 1.39116
C -5.72346 4.18762 1.62044
C -6.35742 2.96872 1.43586
C -5.63859 1.85798 1.02056
Cl -6.44657 0.35095 0.80051
C -4.26654 1.93243 0.78538
S -3.34653 0.50914 0.29570
H -3.84449 5.25054 1.51939
H -6.29082 5.05035 1.94018
H -7.42001 2.86934 1.61040
C 5.53867 2.10467 1.75532
C 4.46628 1.22083 1.10227
C 3.58356 0.62959 2.20457
C 5.14618 0.06849 0.34804
C 3.64668 2.02490 0.09249
C 4.28859 2.92536 -0.78148
C 3.61262 3.60891 -1.76466
C 2.23996 3.39583 -1.88174
S 1.13119 4.07034 -3.03407
C -0.14118 3.20170 -2.31663
N 0.19594 2.46658 -1.27913
C 1.57686 2.53262 -1.01505
C 2.28210 1.84134 -0.02999
C -1.52536 3.15206 -2.77715
C -2.00622 3.90062 -3.84329
C -3.32854 3.75868 -4.23791
C -4.15543 2.86654 -3.57130
C -3.68615 2.11776 -2.49187
C -2.36859 2.26471 -2.10191
H 5.99359 1.57038 2.59018
H 5.11814 3.03568 2.14038
H 6.34212 2.35426 1.06202
H 4.21331 0.12522 2.93862
H 2.88655 -0.11842 1.81581
H 3.01377 1.40378 2.72655
H 5.78413 -0.50112 1.02694
H 5.77067 0.44222 -0.46523
H 4.40437 -0.61181 -0.07832
H 5.35605 3.07673 -0.69629
H 4.13748 4.28024 -2.43064
H 1.76100 1.15896 0.61225
H -1.35116 4.58874 -4.36548
H -3.71022 4.34046 -5.06576
H -5.18429 2.74526 -3.88515
H -4.35063 1.42815 -1.99080
C 1.78973 -2.07608 4.82457
C 0.46017 -2.46764 4.16175
C 0.56255 -3.90254 3.64817
C -0.67940 -2.38178 5.19036
C 0.16427 -1.47918 3.04418
C 0.05745 -0.11302 3.31670
C -0.22197 0.77219 2.30369
N -0.38781 0.38264 1.03188
C -0.29103 -0.92327 0.74795
C -0.01879 -1.86658 1.71892
C -0.51100 -1.26013 -0.68221
C -0.22076 -2.48659 -1.22720
C -0.40713 -2.73531 -2.59112
C -0.88134 -1.67645 -3.35871
C -1.16353 -0.46353 -2.76761
N -0.99075 -0.25636 -1.45575
C -0.10876 -4.11158 -3.16431
C -0.28758 -4.14615 -4.68104
C 1.33528 -4.50609 -2.82269
C -1.08668 -5.10746 -2.51644
H 1.99741 -2.76236 5.64622
H 1.76285 -1.06702 5.23844
H 2.61993 -2.13556 4.11736
H 0.78982 -4.56379 4.48385
H 1.36417 -4.01993 2.91461
H -0.37543 -4.24899 3.20757
H -0.50985 -3.11564 5.97889
H -1.64662 -2.59500 4.73140
H -0.72991 -1.39780 5.65905
H 0.19565 0.26865 4.31874
H -0.29722 1.83428 2.50011
H 0.03941 -2.90993 1.44980
H 0.17368 -3.26333 -0.58887
H -1.03527 -1.77490 -4.42273
H -1.53682 0.36806 -3.34471
H 0.36824 -3.43453 -5.18758
H -1.31949 -3.94787 -4.97822
H -0.03262 -5.14068 -5.04613
H 2.05392 -3.82774 -3.28635
H 1.52912 -5.51018 -3.20055
H 1.52290 -4.52338 -1.74821
H -2.12462 -4.82936 -2.70777
H -0.94063 -5.17325 -1.43641
H -0.92035 -6.10029 -2.93551

Forces on atoms 1 to 2 (eV/Å):
-0.093 -0.614 -0.397
-0.204 0.544 0.390

[3]
Molecular formula: C41H43Ge2P2PtS
Method: DFT, the ωB97M-V functional and the def2-TZVPD basis

Properties
relative energy (zero: lowest compared OMol25 entry of this formula, charge and spin): 11.1 kcal/mol
E_HOMO (spin up / spin down): -6.37 / -7.62 eV
<S²>: 3.765
multiplicity: 4
strongest force on any atom: 1.22 eV Å⁻¹
frontier orbital gap (spin up / spin down): 6.75 / 6.23 eV

Cartesian coordinates (Å):
Pt 0.07904 -0.77860 -0.71713
C 2.41700 -2.39660 1.10646
C 3.30403 -1.33840 0.45109
P 2.43343 -0.23252 -0.78622
C 3.55971 1.20448 -0.62950
C 3.10183 2.38318 -0.05139
C 3.97384 3.44486 0.15182
C 5.30464 3.32995 -0.21584
C 5.76753 2.15246 -0.79098
C 4.90063 1.09250 -0.99725
C 2.91681 -0.94410 -2.39695
C 3.24981 -0.13814 -3.48217
C 3.53164 -0.71011 -4.71439
C 3.47001 -2.08482 -4.87777
C 3.12172 -2.89255 -3.80449
C 2.84394 -2.32650 -2.57223
P 0.65733 -1.87299 1.28862
C 0.61902 -0.66683 2.64443
C 1.72436 -0.27793 3.39237
C 1.59216 0.69703 4.37186
C 0.35978 1.28593 4.60746
C -0.74919 0.90402 3.86231
C -0.61786 -0.06214 2.88168
C -0.03475 -3.38850 2.01576
C 0.15712 -3.70602 3.35760
C -0.27941 -4.92905 3.84157
C -0.90917 -5.82999 2.99233
C -1.11540 -5.50757 1.65895
C -0.68129 -4.28475 1.16889
H 2.80975 -2.70196 2.07991
H 2.36148 -3.29934 0.49377
H 4.15579 -1.79850 -0.05333
H 3.70400 -0.66301 1.20852
H 2.06363 2.46562 0.24927
H 3.61033 4.36341 0.59488
H 5.98615 4.15482 -0.05201
H 6.80585 2.06117 -1.08346
H 5.26199 0.17797 -1.45149
H 3.27524 0.93798 -3.36364
H 3.80667 -0.07513 -5.54714
H 3.68436 -2.52832 -5.84150
H 3.05361 -3.96601 -3.92568
H 2.54467 -2.95691 -1.74409
H 2.69394 -0.73031 3.21919
H 2.45635 0.99782 4.95036
H 0.26486 2.04804 5.37024
H -1.71056 1.36883 4.03772
H -1.47107 -0.35709 2.27973
H 0.63878 -2.99396 4.01726
H -0.12715 -5.17992 4.88348
H -1.24656 -6.78467 3.37496
H -1.61733 -6.20533 1.00125
H -0.84300 -4.00760 0.13169
S -0.62885 -1.94823 -2.49852
C -4.69928 -1.59832 -1.05890
Ge -4.06127 -0.22955 0.21903
C -5.55848 1.05667 0.49328
C -3.97002 -1.20128 1.95123
Ge -1.90110 0.65818 -0.65275
C -2.37014 1.35999 -2.45344
C -1.35956 1.65049 -3.36919
C -1.65290 2.16601 -4.62257
C -2.97132 2.39027 -4.99234
C -3.99094 2.09561 -4.09991
C -3.68778 1.58512 -2.84506
C -1.47760 2.34028 0.33198
C -0.38476 3.09807 -0.08580
C -0.06759 4.30038 0.52850
C -0.83613 4.76008 1.58992
C -1.92193 4.01408 2.02403
C -2.23685 2.81512 1.39786
H -5.49235 -2.19149 -0.60042
H -3.88144 -2.26381 -1.34016
H -5.08768 -1.14110 -1.96949
H -6.45278 0.46850 0.70939
H -5.75435 1.66763 -0.38632
H -5.37439 1.72592 1.33392
H -4.96100 -1.61353 2.15027
H -3.70248 -0.54587 2.78192
H -3.25994 -2.02938 1.90965
H -0.32654 1.44700 -3.10496
H -0.85295 2.38629 -5.31974
H -3.20562 2.77733 -5.97617
H -5.02366 2.26285 -4.38202
H -4.49523 1.35503 -2.16288
H 0.22107 2.74426 -0.91520
H 0.77640 4.88115 0.17289
H -0.59030 5.69696 2.07432
H -2.52895 4.37061 2.84799
H -3.09143 2.23474 1.73284

Forces on atoms 1 to 2 (eV/Å):
0.414 -0.694 -0.090
-0.050 0.126 0.013

> Look up the multiplicity of the first one.

1